# C36H49CdFN4O2Si

A molecular structure, C36H49CdFN4O2Si (ωB97M-V/def2-TZVPD, OMol25).

Values from the calculation:
Orbital gap in eV: 6.46
Highest occupied orbital energy in Eh: -0.2362

Structure (ORCA input):
```
! RIJCOSX wB97M-V def2-TZVPD def2/J DEFGRID3
* xyz 0 1
Cd -0.33 -0.26 -0.10
C -2.61 -0.25 0.15
C -2.65 -0.49 1.60
C -2.98 -1.80 1.82
C -3.23 -2.43 0.55
C -3.03 -1.52 -0.44
C -3.26 -1.73 -1.92
C -3.66 -3.86 0.39
C -3.07 -2.48 3.16
C -2.54 0.57 2.66
C -3.20 1.02 -0.44
H -4.32 -1.82 -2.14
H -2.77 -2.64 -2.27
H -2.86 -0.89 -2.50
H -3.49 -4.21 -0.63
H -4.72 -3.97 0.61
H -3.11 -4.52 1.07
H -4.08 -2.41 3.56
H -2.39 -2.02 3.88
H -2.82 -3.54 3.08
H -3.50 0.67 3.19
H -2.29 1.54 2.24
H -1.79 0.31 3.41
H -4.30 0.94 -0.45
H -2.88 1.19 -1.47
H -2.94 1.90 0.15
C -0.38 -3.52 0.43
Si 1.35 -3.25 -0.23
C 2.51 -3.98 1.10
C 1.50 -4.32 -1.80
N 1.56 -1.57 -0.51
C 2.77 -1.04 -0.82
C 3.93 -1.81 -1.12
C 5.16 -1.26 -1.42
C 5.34 0.12 -1.45
C 4.23 0.92 -1.20
C 3.02 0.35 -0.93
F 1.97 1.19 -0.77
H -0.53 -4.57 0.69
H -1.14 -3.25 -0.31
H -0.58 -2.93 1.33
H 2.42 -5.07 1.14
H 2.22 -3.60 2.09
H 3.56 -3.73 0.96
H 1.47 -5.38 -1.55
H 2.41 -4.13 -2.36
H 0.65 -4.12 -2.46
H 3.82 -2.89 -1.12
H 5.99 -1.91 -1.63
H 6.30 0.56 -1.67
H 4.30 2.00 -1.24
O -0.71 6.21 3.45
C -1.29 6.05 2.18
C -0.84 4.76 1.56
C -1.14 4.47 0.24
C -0.79 3.24 -0.27
N -0.16 2.32 0.44
C 0.21 2.61 1.68
C -0.13 3.82 2.29
C 1.03 1.60 2.39
C 2.02 1.99 3.29
C 2.81 1.03 3.90
C 3.91 1.42 4.86
O 4.39 2.74 4.66
C 2.57 -0.30 3.60
C 1.56 -0.61 2.69
N 0.82 0.31 2.09
H -1.07 7.00 3.87
H -1.01 6.88 1.51
H -2.38 6.03 2.24
H -1.66 5.20 -0.38
H -1.03 2.96 -1.30
H 0.12 4.01 3.32
H 2.19 3.04 3.50
H 4.72 0.69 4.79
H 3.52 1.39 5.88
H 4.78 2.80 3.79
H 3.16 -1.09 4.05
H 1.36 -1.64 2.41
C 0.57 0.46 -5.82
C 1.22 -0.19 -4.58
C 1.35 -1.71 -4.77
C 2.60 0.43 -4.32
C 0.35 0.05 -3.43
N -0.36 0.25 -2.56
H 1.21 0.28 -6.69
H 0.47 1.54 -5.68
H -0.41 0.04 -6.01
H 2.01 -1.90 -5.62
H 0.39 -2.17 -4.97
H 1.78 -2.16 -3.88
H 3.21 0.32 -5.21
H 3.10 -0.08 -3.49
H 2.52 1.49 -4.07
*
```

=====

# C36H49ClFN14O5P

12 unconnected molecules or ions with the total composition C36H49ClFN14O5P in a non-equilibrium geometry (ωB97M-V/def2-TZVPD, OMol25).

Values from the calculation:
SMILES string: CC(=O)OCc1nc2cc(CCCF)c(P(=O)(O)O)c(N)c2nc1Cl.CC#N.CC#N.CC#N.CC#N.CC#N.CC#N.CC#N.CC#N.CC#N.CC#N.CC#N
Orbital gap in eV: 7.39
Highest occupied orbital energy in Eh: -0.2949
ΔE to the lowest compared entry with this formula, charge and spin in kcal/mol: 60.3

Structure (ORCA input):
```
! RIJCOSX wB97M-V def2-TZVPD def2/J DEFGRID3
* xyz 0 1
C 1.84 2.70 -4.61
C 2.96 3.80 -4.42
O 3.20 4.55 -5.34
O 3.66 3.92 -3.20
C 2.97 4.88 -2.36
C 1.90 4.06 -1.51
N 2.43 3.19 -0.60
C 1.38 2.52 0.02
C 1.77 1.47 1.04
C 0.78 0.66 1.74
C 1.37 -0.39 2.76
C 1.19 0.11 4.24
C 1.60 1.62 4.46
F 0.47 2.48 4.21
C -0.73 0.83 1.47
P -2.01 -0.21 2.31
O -1.51 -1.64 2.32
O -3.45 -0.27 1.46
O -2.29 0.21 3.88
C -1.09 1.88 0.50
N -2.49 2.13 0.23
C -0.05 2.71 -0.22
N -0.53 3.64 -1.13
C 0.46 4.31 -1.77
Cl -0.12 5.50 -3.01
H 0.83 3.05 -4.26
H 2.11 1.73 -4.07
H 1.81 2.47 -5.72
H 3.75 5.23 -1.62
H 2.51 5.72 -2.94
H 2.86 1.31 1.25
H 0.94 -1.40 2.55
H 2.48 -0.47 2.54
H 0.10 0.04 4.52
H 1.76 -0.51 4.98
H 1.86 1.81 5.55
H 2.48 1.95 3.83
H -3.39 -1.00 0.81
H -2.69 -0.59 4.28
H -2.60 3.12 -0.01
H -2.93 2.06 1.16
C -2.69 -1.52 7.68
C -1.66 -1.56 6.64
N -0.85 -1.60 5.83
H -2.42 -2.15 8.53
H -2.83 -0.50 8.06
H -3.65 -1.86 7.30
C 4.79 -0.25 -3.43
C 3.36 -0.03 -3.28
N 2.23 0.15 -3.16
H 5.08 -0.25 -4.48
H 5.37 0.52 -2.93
H 5.09 -1.22 -3.01
C -1.52 -5.02 1.86
C -0.74 -6.24 1.98
N -0.11 -7.20 2.07
H -0.95 -4.15 2.18
H -1.83 -4.84 0.83
H -2.42 -5.06 2.47
C 2.87 -5.42 1.60
C 3.15 -4.10 2.14
N 3.37 -3.05 2.57
H 3.15 -5.50 0.55
H 3.43 -6.20 2.14
H 1.82 -5.67 1.68
C -6.35 -2.00 -1.60
C -4.95 -2.14 -1.23
N -3.84 -2.26 -0.95
H -6.47 -1.80 -2.66
H -6.92 -2.90 -1.37
H -6.82 -1.17 -1.06
C 6.14 -3.63 -5.83
C 6.44 -2.21 -5.70
N 6.68 -1.09 -5.60
H 5.54 -3.99 -4.99
H 5.57 -3.83 -6.74
H 7.05 -4.23 -5.87
C 5.54 1.00 6.14
C 5.24 1.66 4.87
N 5.00 2.17 3.88
H 4.68 0.44 6.52
H 6.37 0.30 6.04
H 5.82 1.72 6.91
C -10.47 -3.68 -0.92
C -9.42 -3.75 -1.93
N -8.59 -3.80 -2.73
H -10.24 -4.32 -0.07
H -10.61 -2.67 -0.55
H -11.43 -4.01 -1.32
C 3.16 2.56 -8.55
C 2.67 1.28 -9.04
N 2.28 0.27 -9.43
H 3.78 2.44 -7.67
H 3.75 3.08 -9.30
H 2.33 3.23 -8.28
C 6.13 5.18 2.60
C 7.46 5.75 2.80
N 8.50 6.21 2.96
H 5.97 4.31 3.23
H 5.34 5.90 2.82
H 5.99 4.85 1.56
C -13.60 -1.06 -1.42
C -12.27 -0.51 -1.19
N -11.22 -0.08 -1.00
H -13.79 -1.93 -0.79
H -14.38 -0.33 -1.22
H -13.72 -1.38 -2.46
*
```

=====

# C36H50AsCl2NO16P2STi

A molecular structure, C36H50AsCl2NO16P2STi in a non-equilibrium geometry (ωB97M-V/def2-TZVPD, OMol25).

Values from the calculation:
Orbital gap in eV: 5.99
Highest occupied orbital energy in Eh: -0.0686
ΔE to the lowest compared entry with this formula, charge and spin in kcal/mol: 0.0

Structure (ORCA input):
```
! RIJCOSX wB97M-V def2-TZVPD def2/J DEFGRID3
* xyz -2 1
Ti -0.92 -1.31 -0.29
O -3.44 -3.51 0.93
As -2.75 -3.81 -0.68
O -3.96 -4.36 -1.61
O -2.39 -2.12 -1.09
C -1.74 -5.43 -0.15
C -2.70 -6.36 0.25
C -2.39 -7.68 0.55
C -1.07 -8.10 0.45
C -0.10 -7.19 0.08
C -0.41 -5.86 -0.21
S 0.51 -3.67 -1.28
O 0.72 -5.13 -0.52
O -0.63 -3.98 -2.15
O 0.00 -2.94 0.06
H -3.11 -2.66 1.26
H -3.73 -6.03 0.29
H -3.17 -8.36 0.84
H -0.80 -9.12 0.67
H 0.94 -7.49 -0.01
C 4.68 -0.23 -2.35
C 3.85 -1.35 -2.94
C 3.92 -2.64 -2.13
O 2.51 -0.89 -3.25
P 1.23 -0.41 -2.44
O 0.10 -1.40 -2.01
C 1.08 1.34 -1.89
P -0.65 1.64 -1.55
O -1.60 0.51 -1.22
O -1.27 2.32 -2.86
C -0.64 3.43 -3.53
C -0.43 3.03 -4.98
C -1.50 4.67 -3.38
O -0.62 2.81 -0.50
C -1.67 3.17 0.44
C -2.98 3.49 -0.26
C -1.87 2.09 1.48
O 0.51 0.08 -3.87
C -0.23 -0.73 -4.80
C 0.39 -2.10 -5.04
C -1.69 -0.84 -4.38
H 5.73 -0.53 -2.32
H 4.36 0.03 -1.34
H 4.59 0.67 -2.97
H 4.23 -1.58 -3.94
H 3.76 -2.45 -1.07
H 4.91 -3.08 -2.27
H 3.16 -3.35 -2.47
H 1.38 1.93 -2.75
H 1.70 1.59 -1.02
H 0.33 3.63 -3.07
H -1.40 2.88 -5.47
H 0.13 2.10 -5.02
H 0.12 3.81 -5.51
H -2.52 4.45 -3.69
H -1.10 5.47 -4.01
H -1.51 5.01 -2.35
H -1.27 4.07 0.92
H -3.33 2.61 -0.81
H -2.88 4.32 -0.96
H -3.73 3.75 0.49
H -2.44 1.26 1.06
H -2.42 2.50 2.33
H -0.91 1.71 1.82
H -0.17 -0.16 -5.73
H 0.26 -2.74 -4.17
H 1.45 -2.02 -5.27
H -0.12 -2.58 -5.89
H -1.80 -1.49 -3.51
H -2.27 -1.27 -5.20
H -2.09 0.14 -4.13
C 1.25 5.38 3.16
C 0.26 4.60 3.99
C -0.77 5.29 4.63
C -1.74 4.59 5.33
C -1.70 3.21 5.35
C -0.68 2.50 4.71
N -0.89 1.10 4.71
C -0.03 0.04 4.39
C 1.17 -0.13 5.09
C 1.99 -1.22 4.84
C 1.63 -2.16 3.88
C 0.45 -2.00 3.18
C -0.39 -0.92 3.44
C -1.68 -0.80 2.68
O -2.69 -0.35 3.18
O -1.66 -1.24 1.44
C 0.34 3.20 4.05
C 1.48 2.54 3.31
H 0.91 6.41 3.05
H 1.36 4.95 2.16
H 2.24 5.40 3.62
H -0.81 6.37 4.57
H -2.55 5.12 5.83
H -2.48 2.65 5.85
H -1.85 0.86 4.48
H 1.43 0.60 5.85
H 2.91 -1.32 5.39
H 2.28 -3.00 3.67
H 0.16 -2.72 2.43
H 1.82 1.64 3.80
H 2.34 3.20 3.22
H 1.20 2.26 2.29
Cl 3.53 2.52 0.35
C 2.53 -0.17 1.28
Cl 4.09 -0.98 1.34
C 1.70 -0.35 0.26
O 0.40 0.03 0.31
O 2.14 -0.81 -0.94
H 2.20 0.20 2.22
*
```

=====

# C36H50N8O10P2RbS

A molecular structure, C36H50N8O10P2RbS in a non-equilibrium geometry (ωB97M-V/def2-TZVPD, OMol25).

Values from the calculation:
Orbital gap in eV: 6.16
Highest occupied orbital energy in Eh: -0.1610
ΔE to the lowest compared entry with this formula, charge and spin in kcal/mol: 22.8

Structure (ORCA input):
```
! RIJCOSX wB97M-V def2-TZVPD def2/J DEFGRID3
* xyz -1 1
Rb -0.45 0.25 0.94
C 1.93 3.69 1.37
N 0.79 3.89 2.23
C 0.98 3.52 3.62
C -0.30 2.96 4.16
N -1.04 2.15 3.47
C -2.10 1.81 4.30
C -3.18 0.97 4.07
C -4.10 0.82 5.09
C -3.95 1.48 6.32
C -2.87 2.30 6.57
C -1.95 2.45 5.54
N -0.78 3.19 5.42
C 1.49 3.62 -0.06
N 0.25 3.55 -0.44
C 0.30 3.44 -1.82
C -0.73 3.31 -2.75
C -0.39 3.20 -4.08
C 0.94 3.22 -4.50
C 1.98 3.35 -3.59
C 1.63 3.46 -2.26
N 2.38 3.58 -1.10
H 2.49 2.76 1.60
H 2.64 4.52 1.49
H 0.00 3.38 1.85
H 1.30 4.39 4.21
H 1.76 2.75 3.75
H -3.27 0.44 3.13
H -4.95 0.17 4.94
H -4.69 1.32 7.09
H -2.75 2.80 7.52
H -0.35 3.75 6.13
H -1.76 3.27 -2.41
H -1.18 3.08 -4.82
H 1.17 3.13 -5.55
H 3.01 3.36 -3.92
H 3.38 3.58 -1.02
C -3.34 3.89 1.65
C -3.67 2.95 0.55
N -3.04 1.83 0.28
C -3.67 1.28 -0.81
C -4.72 2.10 -1.19
N -4.70 3.14 -0.30
C -5.78 2.15 -2.24
O -5.84 1.18 -3.11
O -6.55 3.10 -2.25
C -3.19 -0.01 -1.43
O -3.84 -0.45 -2.42
O -2.18 -0.55 -0.95
H -2.26 4.01 1.70
H -3.68 3.51 2.61
H -3.80 4.87 1.47
H -5.35 3.91 -0.35
H -5.08 0.48 -2.91
C 0.81 -1.69 -5.14
C -0.30 -1.35 -4.17
C -1.09 -2.57 -3.72
O 0.23 -0.57 -3.08
P 1.17 -0.88 -1.86
O 1.40 0.35 -1.09
C 0.52 -2.28 -0.93
P 1.32 -2.46 0.69
O 1.71 -1.19 1.33
O 2.56 -3.41 0.34
C 3.53 -3.64 1.39
C 4.04 -5.06 1.20
C 4.62 -2.60 1.30
O 0.37 -3.27 1.63
C -0.57 -4.36 1.51
C 0.08 -5.57 0.86
C -1.84 -3.92 0.82
O 2.51 -1.53 -2.46
C 3.52 -0.66 -3.03
C 4.26 -1.49 -4.06
C 4.43 -0.15 -1.93
H 0.37 -2.16 -6.03
H 1.52 -2.39 -4.70
H 1.34 -0.79 -5.45
H -0.99 -0.64 -4.64
H -0.43 -3.38 -3.40
H -1.67 -2.93 -4.57
H -1.78 -2.31 -2.93
H 0.64 -3.19 -1.50
H -0.55 -2.08 -0.77
H 3.01 -3.56 2.35
H 4.51 -5.15 0.22
H 3.23 -5.78 1.28
H 4.79 -5.29 1.97
H 5.17 -2.72 0.37
H 5.32 -2.73 2.13
H 4.19 -1.61 1.35
H -0.79 -4.57 2.56
H 0.41 -5.34 -0.15
H -0.64 -6.38 0.81
H 0.94 -5.91 1.44
H -1.73 -3.85 -0.26
H -2.16 -2.95 1.22
H -2.63 -4.65 1.03
H 3.00 0.18 -3.51
H 4.70 -2.36 -3.58
H 5.06 -0.89 -4.50
H 3.59 -1.82 -4.85
H 4.92 -0.99 -1.43
H 3.86 0.41 -1.19
H 5.19 0.50 -2.36
S -0.31 -3.05 5.35
C -0.93 -2.13 4.13
N -1.38 -1.49 3.26
*
```